(1)
DFT (the ωB97M-V functional and the def2-TZVPD basis) results for a structure of composition C32H60CdN9OP3 at a distorted geometry.

Geometry as XYZ:
```
106
Properties=species:S:1:pos:R:3:lowdin_charge:R:1
Cd -2.80274 0.25744 -1.19615 1.195
N -2.90562 -1.67909 0.57958 -0.047
C -2.53528 -1.17052 1.93367 -0.223
C -2.78777 0.29964 1.91590 -0.221
N -1.97922 0.86676 0.79004 -0.158
C -1.96777 2.35648 0.92997 -0.214
C -1.73755 2.97300 -0.41152 -0.304
N -2.85930 2.75947 -1.29276 -0.041
H -3.91625 -1.92057 0.52210 0.075
H -2.44256 -2.52770 0.32947 0.062
H -1.50239 -1.41157 2.09041 0.100
H -3.18993 -1.68701 2.68265 0.138
H -2.50544 0.80316 2.82072 0.117
H -3.86174 0.48006 1.74139 0.093
H -0.99509 0.51338 0.86828 0.072
H -1.23415 2.66364 1.72117 0.144
H -2.93556 2.66184 1.29835 0.112
H -0.82169 2.55512 -0.80887 0.088
H -1.48528 4.04557 -0.20863 0.138
H -2.74986 3.06467 -2.25639 0.087
H -3.64109 3.33288 -1.02945 0.074
C -3.37324 -1.09509 -4.62225 -0.263
P -3.99105 -1.29246 -2.91850 0.728
C -4.04545 -3.04722 -2.41971 -0.243
C -5.71025 -0.98459 -3.10615 -0.441
C -6.46793 -0.69559 -1.75708 -0.427
P -5.75212 0.74550 -0.88743 0.787
C -6.58493 0.49743 0.73640 -0.277
C -6.58222 2.27581 -1.58588 -0.236
H -4.05556 -1.51938 -5.38747 0.071
H -2.44599 -1.53170 -4.86313 0.026
H -3.33440 -0.00757 -4.78044 0.041
H -4.42001 -3.67307 -3.21291 0.062
H -4.70719 -3.07348 -1.62040 0.002
H -3.15230 -3.50721 -2.01071 0.048
H -6.09590 -1.91287 -3.61608 0.113
H -5.88755 -0.05440 -3.73906 0.115
H -6.37585 -1.50037 -0.99492 0.077
H -7.51933 -0.65944 -1.95087 0.084
H -7.58119 0.10591 0.63550 0.046
H -6.57159 1.45359 1.30213 0.062
H -5.93495 -0.25067 1.21808 0.017
H -7.55058 2.09076 -1.88504 0.022
H -6.06845 2.74939 -2.36777 0.015
H -6.60983 3.02627 -0.84133 0.030
N 7.80924 -2.42985 -2.45025 0.181
C 6.73530 -2.07200 -2.66420 -0.158
C 5.32345 -1.75593 -2.78681 -0.225
C 4.69330 -1.39102 -1.62220 -0.031
C 3.42392 -0.91347 -1.62182 -0.016
C 2.74808 -0.87858 -2.84277 -0.158
C 3.33767 -1.35436 -4.01052 0.006
C 4.63981 -1.76003 -3.97419 -0.007
N 1.41517 -0.36886 -2.90216 0.000
C 0.89278 0.35195 -3.95665 -0.041
C -0.32311 0.75672 -3.55810 -0.171
N -0.53642 0.36528 -2.26219 -0.061
C 0.55245 -0.27632 -1.78570 -0.066
H 5.37598 -1.29433 -0.65979 0.158
H 3.05539 -0.51492 -0.73722 0.051
H 2.77522 -1.25311 -4.89496 0.105
H 5.11449 -2.09815 -4.89157 0.139
H 1.45170 0.59266 -4.82188 0.124
H -1.08231 1.46200 -4.00249 0.121
H 0.66256 -0.71943 -0.79082 0.105
O 0.92053 0.04129 1.23586 -0.330
P 2.33248 0.05599 1.76345 0.539
N 3.23662 1.19895 1.00509 -0.200
C 4.73003 1.25671 0.95164 -0.174
C 5.00349 2.46403 0.06547 -0.158
C 3.75881 3.37037 0.28571 -0.166
C 2.63231 2.36302 0.33131 -0.227
N 3.04351 -1.42948 1.57672 -0.174
C 4.28181 -1.81388 2.39357 -0.157
C 4.24058 -3.31649 2.38299 -0.201
C 2.79848 -3.72245 2.25529 -0.168
C 2.23266 -2.64039 1.30269 -0.183
N 2.48069 0.56470 3.35333 -0.186
C 2.52654 1.97852 3.72527 -0.185
C 1.82463 1.95422 5.10364 -0.169
C 0.91648 0.75587 5.09633 -0.180
C 1.87487 -0.21814 4.52301 -0.170
H 5.07914 0.32384 0.41539 0.087
H 5.18114 1.36862 1.91683 0.108
H 5.09826 2.11647 -0.98538 0.115
H 5.97299 2.98384 0.34225 0.136
H 3.57471 4.13516 -0.45896 0.110
H 3.93114 3.87439 1.27187 0.127
H 2.28975 2.14278 -0.72557 0.121
H 1.76808 2.81787 0.81858 0.092
H 4.13699 -1.41846 3.38141 0.087
H 5.20853 -1.32113 2.06645 0.108
H 4.73936 -3.75638 3.34517 0.159
H 4.70897 -3.74582 1.51903 0.103
H 2.37832 -3.74817 3.30764 0.131
H 2.73812 -4.70588 1.72721 0.126
H 1.22588 -2.45821 1.52625 0.073
H 2.44896 -2.85038 0.25609 0.108
H 2.04013 2.69669 2.97324 0.123
H 3.52956 2.33017 3.83999 0.099
H 1.35693 2.89302 5.24299 0.097
H 2.59239 1.85759 5.91152 0.137
H 0.01428 0.84686 4.47542 0.111
H 0.55214 0.48408 6.08729 0.123
H 1.51569 -1.13305 4.11591 0.099
H 2.69354 -0.42120 5.16936 0.109
```

Computed properties:
HOMO = -13.02 eV
Net charge = +2
Kohn-Sham gap = 8.7 eV

(2)
DFT (the ωB97M-V functional and the def2-TZVPD basis) results for a structure of composition C48H69IN5O8PSSi3Ta at a distorted geometry.

Geometry as XYZ:
```
137
Properties=species:S:1:pos:R:3:lowdin_charge:R:1
Ta 0.83426 0.15327 -0.07483 1.854
C 0.25245 -1.48638 3.66984 0.000
C 0.35670 -2.69235 2.79711 -0.246
N 0.18271 -3.85762 3.41099 0.142
C 0.21523 -4.98849 2.71754 -0.075
C 0.36040 -5.04184 1.34529 -0.143
C 0.29036 -6.37754 0.64584 -0.201
O 1.41896 -6.65466 -0.16674 -0.049
C 0.52394 -3.82907 0.66309 -0.094
C 0.50401 -3.86618 -0.80341 -0.083
N 0.28054 -2.83983 -1.51839 0.086
C 0.16354 -3.04953 -2.90100 -0.357
C -0.58737 -4.07931 -3.46623 -0.024
C -0.67047 -4.21202 -4.84315 -0.059
C -0.00730 -3.32271 -5.67784 -0.067
C 0.73170 -2.28127 -5.13257 -0.127
C 0.79188 -2.15795 -3.75670 -0.553
I 1.84756 -0.56526 -2.92835 1.448
C 0.58070 -2.65062 1.40507 -0.205
O 0.93025 -1.47818 0.80104 -0.277
H 0.13550 -1.83253 4.69403 0.098
H -0.62373 -0.90198 3.39583 0.064
H 1.13489 -0.85156 3.60600 0.040
H 0.10395 -5.90139 3.29176 0.122
H -0.57322 -6.41938 -0.02108 0.126
H 0.14909 -7.15769 1.39918 0.124
H 2.19595 -6.73127 0.39728 0.103
H 0.65959 -4.84684 -1.25514 0.129
H -1.12716 -4.75940 -2.81980 0.116
H -1.26053 -5.01248 -5.26587 0.112
H -0.07248 -3.42795 -6.75109 0.111
H 1.23978 -1.57079 -5.76978 0.103
C 3.66023 -2.81634 -0.10001 -0.160
Si 4.36722 -1.10007 -0.35926 0.379
C 5.99368 -1.13013 0.61575 -0.177
C 5.02697 -1.13392 -2.13340 -0.242
C 3.17499 0.35126 0.15527 -0.590
Si 3.96412 1.94621 -0.62993 0.408
C 5.85098 1.88505 -0.74694 -0.179
C 3.65446 3.55848 0.30853 -0.172
C 3.54335 2.21413 -2.44506 -0.234
Si 3.48406 0.48318 2.01264 0.451
C 3.45238 -1.11809 3.00941 -0.147
C 4.97934 1.42057 2.65107 -0.153
C 1.98242 1.39845 2.68062 -0.298
C 2.02050 2.17806 3.83043 -0.034
C 0.85863 2.71604 4.35021 -0.018
C -0.32981 2.46166 3.69092 -0.024
C -0.30708 1.70268 2.53993 -0.140
N 0.81638 1.16701 2.04706 -0.049
H 4.48881 -3.51739 -0.22185 0.051
H 2.91522 -3.06099 -0.85187 0.010
H 3.23108 -2.97802 0.88406 0.022
H 6.49811 -2.04788 0.30598 0.046
H 5.90519 -1.17238 1.69295 0.006
H 6.65801 -0.30312 0.37140 0.022
H 6.07724 -1.42493 -2.06938 0.044
H 4.98698 -0.19622 -2.67807 -0.013
H 4.51322 -1.88599 -2.72823 0.001
H 6.35988 1.89469 0.21368 0.023
H 6.13186 2.80500 -1.26509 0.048
H 6.23910 1.05690 -1.33672 0.018
H 4.61714 4.02564 0.52116 0.042
H 3.11338 3.44488 1.24425 0.011
H 3.07547 4.24355 -0.30917 0.032
H 4.04987 1.49062 -3.08229 -0.001
H 3.95282 3.19583 -2.69524 0.056
H 2.49427 2.25470 -2.71670 -0.041
H 4.39002 -1.65929 2.95155 0.034
H 2.66389 -1.80944 2.71695 0.007
H 3.29476 -0.85778 4.05882 0.055
H 5.90364 1.06422 2.20490 0.021
H 5.05836 1.24236 3.72575 0.047
H 4.92066 2.49433 2.48515 0.034
H 2.97159 2.34945 4.31380 0.110
H 0.87598 3.31410 5.25160 0.121
H -1.27422 2.84668 4.04753 0.118
H -1.21974 1.51031 2.00787 0.072
C -3.64942 7.20339 0.50050 -0.032
C -2.72410 6.09589 0.08967 -0.256
C -1.91159 5.45376 1.01301 -0.022
C -1.06461 4.42277 0.62987 -0.050
C -1.03010 4.02738 -0.69721 -0.253
C -1.80276 4.68941 -1.65049 -0.046
C -2.64969 5.70078 -1.24761 -0.025
S 0.27471 2.96009 -1.20538 0.647
O 0.90031 3.66233 -2.28491 -0.253
O 1.05966 2.62455 0.00133 -0.421
N -0.07763 1.44286 -1.57183 -0.333
C -1.00667 1.00432 -2.52358 -0.440
C -1.49919 1.77856 -3.57033 -0.005
C -2.40978 1.19072 -4.42749 -0.040
C -2.77281 -0.13739 -4.23767 -0.038
C -2.17041 -0.83562 -3.20749 -0.120
N -1.30313 -0.27934 -2.36569 0.080
H -3.62355 7.36575 1.57576 0.080
H -4.67535 6.97172 0.21243 0.088
H -3.37685 8.13678 0.00683 0.091
H -1.92824 5.76799 2.04879 0.122
H -0.40307 3.96159 1.34569 0.095
H -1.71421 4.45603 -2.69787 0.101
H -3.25276 6.21158 -1.98727 0.127
H -1.13029 2.77773 -3.73636 0.095
H -2.81540 1.75843 -5.25447 0.116
H -3.48040 -0.62606 -4.89108 0.109
H -2.37280 -1.88769 -3.04857 0.094
C -4.80013 2.77542 -0.11316 -0.008
C -4.43027 1.74934 0.94452 -0.595
C -5.60619 0.84582 1.25557 -0.026
C -3.92873 2.41382 2.21894 -0.023
O -3.34223 1.00117 0.31530 -0.141
P -2.56935 -0.26262 0.88179 0.328
O -2.72732 -0.47209 2.32945 -0.231
O -1.11088 0.05423 0.40573 -0.418
O -2.97130 -1.47328 -0.04049 -0.139
C -3.74584 -2.69896 0.18511 -0.580
C -2.73586 -3.79987 0.44981 -0.009
C -4.48403 -2.92997 -1.12437 -0.014
C -4.73108 -2.61590 1.33830 -0.026
H -5.63134 3.38781 0.23504 0.096
H -5.09628 2.27559 -1.03520 0.095
H -3.94961 3.42118 -0.32723 0.064
H -6.42186 1.44965 1.65200 0.099
H -5.33169 0.11110 2.00750 0.074
H -5.95780 0.34179 0.35482 0.092
H -4.69084 3.09690 2.59457 0.099
H -3.02903 2.98997 2.00932 0.060
H -3.71459 1.66895 2.98322 0.081
H -2.02011 -3.85457 -0.37019 0.070
H -3.24903 -4.75813 0.53453 0.103
H -2.20263 -3.60919 1.38139 0.091
H -3.78051 -3.04473 -1.94924 0.066
H -5.14279 -2.09047 -1.34398 0.093
H -5.08433 -3.83640 -1.05357 0.097
H -4.24050 -2.33662 2.26752 0.082
H -5.18294 -3.59992 1.46028 0.098
H -5.52784 -1.91160 1.12620 0.070
```

Computed properties:
HOMO = -11.08 eV
Net charge = +1
Kohn-Sham gap = 7.8 eV

(3)
DFT (the ωB97M-V functional and the def2-TZVPD basis) results for the molecule C5H4N2.

Geometry as XYZ:
```
11
Properties=species:S:1:pos:R:3:nbo_charge:R:1
C 3.15116 0.54660 0.26717 -0.054
C 1.92358 0.33634 0.44771 -0.537
C 0.53471 0.11788 0.17470 -0.196
C -0.24685 -1.06457 -0.09435 -0.133
C -1.56787 -0.64328 -0.16690 -0.101
N -1.67504 0.66605 0.11049 -0.120
N -0.46297 1.09818 0.32363 -0.253
H 0.90780 0.12389 -0.91806 0.468
H 0.18436 -2.03448 -0.29774 0.259
H -2.45081 -1.20946 -0.42845 0.234
H -0.29808 2.06285 0.58180 0.433
```

Computed properties:
HOMO (alpha / beta) = -8.62 / -8.62 eV
Kohn-Sham gap (alpha / beta) = 7.0 / 7.0 eV

(4)
DFT (the ωB97M-V functional and the def2-TZVPD basis) results for a structure of composition C27H38AlF3N3O2SSb.

Geometry as XYZ:
```
76
Properties=species:S:1:pos:R:3:lowdin_charge:R:1
Al -1.31468 -0.02766 0.42645 0.497
S -1.59183 4.53441 -0.10425 1.061
C 0.00641 3.97569 -0.06689 -0.421
C 0.03515 2.63120 0.10848 -0.278
C -1.23579 1.97872 0.21526 -0.174
C -2.23610 2.94120 0.13119 -0.446
C -3.71769 2.84734 0.18892 -0.280
C -4.52525 3.99203 0.16883 -0.050
C -5.89969 3.85589 0.15247 -0.067
C -6.45253 2.58583 0.18569 -0.067
C -5.58288 1.51222 0.25435 -0.121
N -4.25703 1.63272 0.25263 0.129
H 0.83760 4.65940 -0.17916 0.072
H 0.95881 2.09099 0.15495 -0.027
H -4.07465 4.97548 0.16699 0.073
H -6.53451 4.73268 0.11175 0.108
H -7.52332 2.42983 0.16385 0.101
H -5.96959 0.49657 0.31545 0.103
F 0.55283 -2.56014 0.50035 -0.079
C -0.75229 -2.16544 0.36431 -0.495
F -1.14043 -2.77519 -0.80997 0.041
F -1.39533 -2.88561 1.33910 0.057
C -5.12723 -2.94913 -2.42738 -0.007
N -4.54150 -2.27704 -1.26773 -0.029
C -4.93418 -2.56239 0.00108 -0.036
C -4.39276 -1.96458 1.08463 0.026
C -3.31293 -1.07906 0.82202 -0.458
O -2.58508 -0.49060 1.71277 0.011
N -2.90652 -0.83301 -0.43217 0.147
C -3.49867 -1.36653 -1.53736 -0.480
O -3.18912 -1.11396 -2.68384 0.085
H -6.00419 -3.50614 -2.10964 0.087
H -4.40233 -3.62601 -2.87677 0.101
H -5.40609 -2.21042 -3.17299 0.094
H -5.71522 -3.30471 0.09918 0.133
H -4.69447 -2.19514 2.09476 0.123
C 3.46133 2.44602 0.96437 -0.126
C 3.59906 1.38017 -0.13025 -0.647
C 3.29191 2.02947 -1.48304 -0.128
C 5.06320 0.92864 -0.10469 -0.115
Sb 2.07180 -0.30908 0.11525 1.664
C 2.47524 -0.77782 2.30337 -0.668
C 1.72393 0.36561 2.99364 -0.127
C 1.88138 -2.09099 2.80858 -0.122
C 3.96594 -0.76823 2.63524 -0.124
C 2.65354 -1.62935 -1.66686 -0.659
C 2.30028 -3.10872 -1.52732 -0.120
C 1.78653 -1.00357 -2.75908 -0.136
C 4.13475 -1.53266 -2.01603 -0.131
H 4.11428 3.28808 0.69754 0.089
H 3.80162 2.08382 1.93422 0.059
H 2.45492 2.84637 1.08110 0.053
H 3.89148 2.94272 -1.59532 0.088
H 2.24104 2.31113 -1.58528 0.065
H 3.54543 1.37272 -2.31637 0.054
H 5.70010 1.81669 -0.22105 0.090
H 5.32141 0.24353 -0.90240 0.039
H 5.33389 0.45770 0.83812 0.053
H 0.66374 0.35155 2.72953 0.060
H 2.11234 1.35357 2.75185 0.050
H 1.78325 0.23682 4.08203 0.096
H 0.80063 -2.12962 2.70089 0.062
H 2.10049 -2.15879 3.88220 0.088
H 2.31208 -2.96797 2.32432 0.082
H 4.41796 0.21204 2.50136 0.044
H 4.51248 -1.48722 2.02099 0.082
H 4.10999 -1.05234 3.68632 0.086
H 1.22856 -3.28161 -1.49772 0.057
H 2.75681 -3.57122 -0.64957 0.081
H 2.68622 -3.62516 -2.41718 0.086
H 0.72302 -1.06608 -2.51141 0.069
H 1.93820 -1.55020 -3.70014 0.095
H 2.02690 0.04655 -2.94140 0.057
H 4.77057 -1.81957 -1.17659 0.080
H 4.41852 -0.53844 -2.35455 0.051
H 4.34827 -2.22396 -2.84199 0.086
```

Computed properties:
HOMO = -7.80 eV
Kohn-Sham gap = 8.0 eV